{"formula": "C4H7NS3", "method": "wB97M-V/def2-TZVPD", "symbols": ["C", "C", "C", "C", "H", "H", "H", "H", "H", "H", "H", "N", "S", "S", "S"], "xyz": [[1.58356, -0.14716, -0.26955], [-0.03101, -0.14172, -0.11008], [-0.63660, 0.99483, -0.73458], [-0.74207, 0.48547, 1.24515], [1.17916, -2.60835, 0.59081], [0.52639, -1.88039, -1.62815], [-0.81790, 1.02757, -1.90547], [-0.23484, 2.00371, -0.42553], [-2.48531, 0.01698, -0.12761], [-0.85971, -0.24495, 2.31805], [0.17694, 1.52695, 1.54128], [-1.85723, 0.94255, 0.24566], [2.33606, -1.27348, 0.90039], [2.50301, 1.14107, -1.08035], [-0.64046, -1.84309, -0.56000]], "forces_ev_per_a": [[0.6068, 1.9736, 0.8379], [3.5571, -0.8422, 1.8711], [-3.4439, 3.0141, -2.9993], [2.6412, -0.7694, 1.2047], [2.0761, 3.1859, 0.7015], [-2.8215, -0.2491, 2.0908], [0.0519, -0.2477, 2.4496], [0.3184, -1.4068, -0.6947], [2.3248, 2.8912, 1.7580], [-0.1168, 2.3133, -3.5244], [-3.4290, -3.1570, -0.7305], [-0.1439, -2.4239, -0.6537], [-2.0378, -1.8707, -1.8626], [-2.3681, -3.3734, 1.9316], [2.7847, 0.9622, -2.3800]], "lowdin_charge": [-1.13, -0.92, -0.35, -0.18, 0.03, 0.04, 0.16, 0.10, 0.14, 0.17, 0.21, -0.07, 0.58, 0.54, 0.68], "homo_energy_ev": -8.9, "e_above_lowest_kj_mol": 695.85, "e_tot_ha": -1405.65846, "largest_force_ev_per_a": 5.47, "homo_lumo_gap_ev": 7.68, "total_charge": 0}

***

{"formula": "C2H6NO2S", "method": "wB97M-V/def2-TZVPD", "symbols": ["N", "C", "C", "O", "O", "S", "H", "H", "H", "H", "H", "H"], "xyz": [[1.32119, 0.34497, 0.18446], [0.04728, -0.40894, 0.15004], [-1.23829, 0.51145, 0.22945], [-1.19452, 1.69096, 0.16033], [-2.30183, -0.43937, 0.07396], [-3.81071, 0.14938, -0.47889], [2.03202, -0.22876, 0.69921], [1.13971, 1.28771, 0.54423], [1.77923, 0.53450, -0.73042], [0.02495, -0.80026, -0.85146], [0.16925, -1.25987, 0.94910], [-4.24284, 0.35120, 0.78285]], "forces_ev_per_a": [[1.4459, 0.3952, -0.1514], [-0.4793, -1.4095, 1.1594], [-0.2476, -2.9765, -1.1755], [-0.3219, -0.1979, 0.4224], [1.9102, 2.3150, 0.2750], [0.2992, 0.0191, 0.6902], [-0.6549, 1.1995, -0.0429], [0.3071, 0.0219, 0.6684], [-0.7251, -0.3537, 0.2845], [-0.4270, -0.7695, -0.1692], [-0.8532, 1.6720, -1.6683], [-0.2534, 0.0844, -0.2927]], "lowdin_charge": [0.18, -0.05, -0.47, 0.16, -0.48, 0.89, 0.20, 0.17, 0.19, 0.13, 0.19, -0.10], "homo_energy_ev": -13.3, "e_above_lowest_kj_mol": 0.00, "e_tot_ha": -682.92478, "smiles": "[NH3+]CC(=O)OS", "largest_force_ev_per_a": 3.21, "homo_lumo_gap_ev": 9.14, "total_charge": 1}

***

{"formula": "C3H4O4S", "method": "wB97M-V/def2-TZVPD", "symbols": ["C", "C", "C", "O", "O", "O", "O", "S", "H", "H", "H", "H"], "xyz": [[1.44697, -0.82683, 0.97004], [0.15234, 0.50567, -1.14608], [-0.07003, -0.43696, -0.04492], [1.53797, -2.01546, 1.23430], [-1.37870, 1.67837, 1.16981], [2.18883, 0.12664, 1.24928], [-2.77173, -0.14132, 0.33571], [-1.48128, 0.20738, 1.15054], [0.64776, -0.01442, -2.07946], [-0.78226, 0.94504, -1.52401], [0.87379, 1.30065, -0.86148], [-0.36365, -1.32876, -0.45373]], "forces_ev_per_a": [[-2.0018, 1.7047, -1.6555], [1.6357, 0.6483, -2.2249], [2.0284, 1.5317, 3.4468], [-0.0061, -1.3862, 0.2543], [0.6594, 1.2621, 0.0351], [-0.1732, 0.1348, -0.2463], [1.5158, -0.0717, 0.8044], [-1.3871, -1.8692, -1.6467], [-0.7560, 0.6828, 1.4996], [0.1001, 0.1051, 0.1821], [-0.5627, -0.1955, -0.0762], [-1.0524, -2.5469, -0.3728]], "lowdin_charge": [-0.70, -0.23, -0.38, -0.10, -0.61, -0.11, -0.68, 0.60, 0.08, 0.05, 0.06, 0.02], "homo_energy_ev": 0.6, "e_above_lowest_kj_mol": 18.43, "e_tot_ha": -815.81703, "largest_force_ev_per_a": 4.28, "homo_lumo_gap_ev": 6.02, "total_charge": -2}